# 1
A cluster of 2 separate species, C2HBrOS2 in total. Source: the OMol25 dataset; level of theory: ωB97M-V/def2-TZVPD.

Last column: Löwdin charge in e.
Atoms and positions in Å:
C  2.07963  -0.56393  -0.29538  -0.87
C  -1.32546  0.55400  0.22635  -1.21
O  2.55658  0.07838  -1.13095  0.11
S  1.22381  -1.51837  0.56007  0.81
S  -1.40231  1.00311  1.81096  0.57
Br  -2.79135  -0.24034  -0.74360  0.58
H  -0.34090  0.68715  -0.42744  0.02

Results
E ... -3522.411750 Eh
2S+1 ... 1
HOMO level (spin up / spin down) ... -9.418 / -9.418 eV
Maximum force ... 2.8 eV/A
E_LUMO (spin up / spin down) ... -0.03510 / -0.03512 Ha

# 2
A cluster of 9 separate species, C26H52Br10O4 in total. Source: the OMol25 dataset; level of theory: ωB97M-V/def2-TZVPD.

Last column: Löwdin charge in e.
Atoms and positions in Å:
C  1.21169  0.50758  -0.72613  -0.16
C  0.71383  1.87252  -0.34705  -0.21
C  -0.68623  2.00434  -0.87942  -0.23
O  -1.15287  0.68395  -0.91023  -0.13
C  -0.10727  -0.29049  -0.71742  -0.17
H  1.92028  0.03980  -0.04263  0.11
H  1.58574  0.61898  -1.74386  0.11
H  1.36780  2.68067  -0.67469  0.11
H  0.70436  1.92461  0.74166  0.11
H  -0.54611  2.45827  -1.86044  0.11
H  -1.29909  2.72283  -0.33509  0.12
H  -0.09646  -0.97082  -1.56896  0.11
H  -0.25017  -0.84213  0.21175  0.11
C  3.15248  2.01292  5.25333  -0.16
C  4.10942  2.74406  6.28857  -0.15
C  5.61321  2.44252  5.82610  -0.12
O  5.44544  2.18636  4.36602  -0.18
C  4.03873  2.20659  4.01252  -0.23
H  2.16593  2.45777  5.12319  0.11
H  3.13696  0.95764  5.52579  0.10
H  3.85665  2.42706  7.30036  0.10
H  4.00128  3.81849  6.14020  0.10
H  5.89788  1.45137  6.17919  0.11
H  6.34755  3.24301  5.91592  0.11
H  3.73994  1.43950  3.29810  0.11
H  3.73730  3.21171  3.71763  0.11
C  1.42707  -4.59403  3.93641  -0.17
C  0.35659  -5.41457  4.67839  -0.16
C  -0.87516  -5.30717  3.76272  -0.16
O  -0.27425  -5.19967  2.43295  -0.16
C  1.12935  -5.00111  2.50632  -0.23
H  2.48535  -4.65583  4.19004  0.11
H  1.31204  -3.52907  4.13822  0.11
H  0.13348  -4.99439  5.65909  0.11
H  0.71442  -6.43765  4.79403  0.11
H  -1.38008  -4.34266  3.81639  0.11
H  -1.68844  -6.02225  3.88658  0.11
H  1.49117  -4.36907  1.69533  0.11
H  1.63581  -5.89542  2.14328  0.11
C  -6.01069  -3.65959  -2.13275  -0.18
C  -5.81046  -5.13659  -2.28742  -0.19
C  -4.38728  -5.47021  -1.86655  -0.19
O  -3.70095  -4.20201  -2.09213  -0.16
C  -4.65931  -3.17746  -1.65285  -0.18
H  -6.77758  -3.33247  -1.43063  0.11
H  -6.27648  -3.34935  -3.14330  0.11
H  -5.94301  -5.34647  -3.34878  0.11
H  -6.39432  -5.83036  -1.68252  0.11
H  -4.05726  -6.32551  -2.45615  0.11
H  -4.25998  -5.80719  -0.83780  0.11
H  -4.38888  -2.25903  -2.17387  0.12
H  -4.52011  -3.07438  -0.57670  0.12
Br  1.38499  -4.06967  -4.80548  0.53
C  2.48074  -4.86093  -3.31120  -0.66
C  3.24704  -6.09294  -3.78575  -0.60
Br  4.44239  -5.36378  -5.22214  0.53
H  1.80051  -5.07696  -2.48736  0.05
H  3.18148  -4.10452  -2.95776  0.05
H  2.69111  -6.87959  -4.29587  0.05
H  4.00133  -6.49095  -3.10699  0.05
Br  4.71384  6.20107  -7.69675  0.57
C  4.35797  4.75233  -6.36758  -0.64
C  5.22223  3.51103  -6.73598  -0.70
Br  4.99362  2.04239  -5.44877  0.58
H  3.29337  4.54244  -6.47097  0.05
H  4.51903  4.99704  -5.31769  0.05
H  6.30064  3.66603  -6.76919  0.04
H  5.02182  3.09219  -7.72214  0.05
Br  -5.82846  4.11108  -4.80170  0.62
C  -5.56016  2.57099  -5.92595  -0.72
C  -5.33502  1.28580  -4.98687  -0.63
Br  -4.84984  -0.18339  -6.25080  0.55
H  -4.71775  2.77498  -6.58689  0.04
H  -6.39038  2.38941  -6.60849  0.05
H  -6.27278  0.99560  -4.51305  0.04
H  -4.62914  1.28401  -4.15632  0.05
Br  -2.95947  0.75548  5.87862  0.57
C  -3.14426  1.06775  3.94910  -0.73
C  -4.31777  0.42967  3.28716  -0.64
Br  -5.90125  1.57660  3.69861  0.58
H  -2.17950  0.73392  3.56715  0.05
H  -3.20336  2.15137  3.84714  0.04
H  -4.47447  -0.61572  3.55307  0.06
H  -4.03881  0.44745  2.23360  0.07
Br  3.33511  9.93273  1.00810  0.59
C  2.03767  9.02530  2.17326  -0.68
C  1.57642  7.74031  1.40083  -0.63
Br  -0.04558  7.08380  2.40321  0.54
H  1.22881  9.74458  2.30166  0.04
H  2.50644  8.77395  3.12467  0.06
H  2.31849  6.94849  1.50304  0.05
H  1.30364  7.83503  0.34977  0.05

Results
E ... -27062.779511 Eh
2S+1 ... 1
HOMO level ... -9.474 eV
Maximum force ... 3.6 eV/A
E_LUMO ... 0.00003 Ha

# 3
A structure of composition C11H11Br3N2O2. Source: the OMol25 dataset; level of theory: ωB97M-V/def2-TZVPD.

Last column: Löwdin charge in e.
Atoms and positions in Å:
N  24.08661  -3.86607  3.41782  0.00
C  23.81594  -5.04456  2.78999  -0.18
C  24.97754  -5.58263  2.30405  -0.10
C  26.01152  -4.69891  2.72804  -0.12
C  25.45436  -3.66201  3.42369  -0.13
H  23.40970  -3.28297  3.87315  0.11
H  22.80211  -5.41494  2.80006  0.07
H  25.07692  -6.46612  1.70049  0.09
H  27.04310  -4.75622  2.41551  0.09
H  25.88123  -2.80920  3.92047  0.10
C  19.40104  -4.95887  6.10379  -1.60
Br  17.98615  -3.71229  5.70044  0.60
Br  20.87621  -4.68551  4.87428  0.60
Br  18.78715  -6.79503  6.04555  0.57
H  19.72886  -4.79437  7.11948  -0.02
C  13.51191  -5.72701  6.67447  -0.07
C  14.64564  -5.04291  7.12626  -0.07
C  14.66434  -4.57938  8.42528  -0.01
C  13.59321  -4.80236  9.25548  -0.15
C  12.44311  -5.43482  8.81537  0.00
C  12.42482  -5.92819  7.51436  -0.06
N  13.62844  -4.29503  10.64559  -0.36
O  14.72873  -4.06192  11.10527  0.08
O  12.57748  -4.15497  11.22938  0.08
H  13.55836  -6.10666  5.66146  0.11
H  15.46723  -4.85011  6.45292  0.04
H  15.52888  -3.99944  8.72487  0.12
H  11.61187  -5.52825  9.49895  0.12
H  11.54618  -6.41112  7.10931  0.11

Results
E ... -8407.673541 Eh
2S+1 ... 1
HOMO level ... -8.393 eV
Maximum force ... 1.2 eV/A
E_LUMO ... -0.01569 Ha

# 4
A structure of composition C58H48IN4O4P3SSe2W. Source: the OMol25 dataset; level of theory: ωB97M-V/def2-TZVPD.

Last column: Mulliken spin population.
Atoms and positions in Å:
W  -0.40449  1.30573  -0.02663  1.65
Se  0.80361  -5.43797  -0.07613  0.00
P  0.60341  -4.28517  1.67987  0.00
C  1.97491  -4.42527  2.85947  0.00
C  3.26381  -4.24857  2.36557  0.00
C  4.34411  -4.35437  3.22227  0.00
C  4.13701  -4.63997  4.56467  0.00
C  2.85381  -4.83777  5.04887  0.00
C  1.76711  -4.73747  4.19767  0.00
C  -0.92739  -4.52427  2.62977  0.00
C  -1.70419  -5.64867  2.38827  0.00
C  -2.80939  -5.89987  3.18327  0.00
C  -3.13079  -5.03167  4.21567  0.00
C  -2.36499  -3.89687  4.44177  0.00
C  -1.26059  -3.63757  3.65107  0.00
C  0.55821  -2.51487  1.29737  0.01
C  0.19991  -1.76957  0.15937  0.03
N  0.25401  -0.48297  0.57447  -0.09
N  0.58801  -0.43727  1.84457  0.00
N  0.78861  -1.64017  2.28847  0.00
P  -0.30369  -1.92167  -1.56983  0.03
Se  -0.55909  0.19443  -2.28083  0.01
C  0.98371  -2.83087  -2.43713  -0.01
C  2.27691  -2.32617  -2.31593  0.01
C  3.33351  -3.04267  -2.84333  0.00
C  3.09591  -4.25347  -3.48003  0.00
C  1.80451  -4.74167  -3.61073  0.00
C  0.73501  -4.03247  -3.09203  0.00
C  -1.91609  -2.73327  -1.69423  0.00
C  -2.65249  -2.51777  -2.85823  0.02
C  -3.87759  -3.14107  -3.00723  0.00
C  -4.35559  -3.98017  -2.01003  0.00
C  -3.60739  -4.20287  -0.86493  0.00
C  -2.38599  -3.57777  -0.69613  0.00
H  3.40901  -4.05017  1.31027  0.00
H  5.34671  -4.22407  2.84227  0.00
H  4.97751  -4.71767  5.23737  0.00
H  2.69671  -5.08077  6.09037  0.00
H  0.76811  -4.90517  4.57167  0.00
H  -1.43109  -6.32277  1.58747  0.00
H  -3.40849  -6.78037  3.00527  0.00
H  -3.97639  -5.24317  4.85147  0.00
H  -2.61879  -3.22177  5.24567  0.00
H  -0.64509  -2.76757  3.82867  0.00
H  2.43831  -1.37747  -1.81763  0.00
H  4.34061  -2.66277  -2.75813  0.00
H  3.92381  -4.82447  -3.87223  0.00
H  1.62771  -5.68347  -4.10703  0.00
H  -0.27129  -4.41367  -3.17573  0.00
H  -2.25749  -1.86247  -3.62673  0.00
H  -4.46079  -2.98877  -3.90223  0.00
H  -5.30559  -4.47657  -2.13953  0.00
H  -3.97219  -4.87207  -0.10353  0.00
H  -1.79339  -3.75997  0.18947  0.00
I  -2.76709  0.00873  0.91297  -0.01
C  -4.58639  0.62273  -0.12253  0.00
C  -5.50209  -0.38167  -0.29003  0.00
C  -6.79129  -0.07907  -0.73543  0.00
C  -7.13689  1.22403  -0.94433  0.00
C  -6.19659  2.26263  -0.77983  0.00
C  -6.62279  3.59433  -0.95043  0.00
C  -5.76779  4.63643  -0.73793  0.00
C  -4.42659  4.36553  -0.46453  0.00
C  -3.92999  3.08023  -0.34273  0.01
P  -2.07279  3.09553  -0.33603  0.12
C  -1.70129  4.16063  1.10487  0.01
C  -1.78309  5.54883  1.08727  0.00
C  -1.51779  6.27093  2.23727  0.00
C  -1.16439  5.61633  3.40477  0.00
C  -1.02249  4.23563  3.41787  0.02
C  -1.27929  3.51063  2.26877  0.01
C  -1.73069  4.08443  -1.82733  0.00
C  -2.56389  4.00383  -2.94253  0.02
C  -2.25999  4.72663  -4.08083  0.00
C  -1.11739  5.50843  -4.12693  0.00
C  -0.26939  5.56413  -3.03203  0.00
C  -0.56939  4.85493  -1.88433  0.00
C  -4.83689  1.98123  -0.40663  0.02
H  -5.23779  -1.40007  -0.05703  0.00
H  -7.50649  -0.87627  -0.84583  0.00
H  -8.14689  1.48063  -1.22783  0.00
H  -7.64589  3.77423  -1.23383  0.00
H  -6.10019  5.65833  -0.82563  0.00
H  -3.75889  5.20913  -0.36883  0.00
H  -2.01239  6.07153  0.16987  0.00
H  -1.58429  7.34773  2.21507  0.00
H  -0.98199  6.18283  4.30357  0.00
H  -0.70739  3.73543  4.32127  0.00
H  -1.12859  2.41413  2.26947  -0.05
H  -3.45429  3.39323  -2.91393  0.00
H  -2.92099  4.68103  -4.93123  0.00
H  -0.88809  6.07463  -5.01473  0.00
H  0.62251  6.16993  -3.07193  0.00
H  0.08501  4.91633  -1.02543  0.00
C  5.65091  -0.74827  2.21387  0.00
C  5.60641  0.10533  0.98617  0.00
C  6.28771  1.31793  0.93207  0.00
C  6.26501  2.10053  -0.21193  0.00
C  5.54241  1.66423  -1.30823  0.00
C  4.86761  0.45853  -1.28473  0.00
C  4.90311  -0.31817  -0.14043  0.00
S  5.41761  2.66383  -2.78873  0.00
O  6.69741  3.14343  -3.18083  0.00
O  4.56921  1.97403  -3.70973  0.00
N  4.55391  4.02043  -2.27983  0.00
C  3.19401  3.86133  -1.90093  0.00
C  3.01501  3.42303  -0.40613  0.02
C  1.76631  2.63243  -0.24083  0.15
O  0.68631  3.11813  0.23957  0.02
O  1.66781  1.43533  -0.61773  -0.02
H  6.10971  -0.21647  3.04237  0.00
H  6.24611  -1.63707  2.01077  0.00
H  4.65231  -1.07297  2.50427  0.00
H  6.84241  1.65303  1.79487  0.00
H  6.79961  3.03683  -0.26383  0.00
H  4.33391  0.16353  -2.17543  0.00
H  4.38871  -1.26817  -0.11243  0.00
H  5.10721  4.68503  -1.76213  0.00
H  2.79771  3.09273  -2.57123  0.00
H  2.65671  4.79903  -2.07113  0.00
H  3.01001  4.29653  0.24737  0.00
H  3.85371  2.77403  -0.14373  0.00

Results
Total charge ... +2
E ... -9348.435319 Eh
2S+1 ... 3
HOMO level (spin up / spin down) ... -12.150 / -12.151 eV
Maximum force ... 2.3 eV/A
E_LUMO (spin up / spin down) ... -0.24010 / -0.24983 Ha

# 5
The ion C3H5O3S with charge -1. Source: the OMol25 dataset; level of theory: ωB97M-V/def2-TZVPD.

Last column: Löwdin charge in e.
Atoms and positions in Å:
C  -0.23709  -0.77720  1.10495  -0.63
C  -0.52918  0.04006  -1.17001  -0.09
C  0.49533  -0.65654  -0.21686  -0.17
O  -0.87157  -1.77459  1.45770  0.00
O  1.02309  1.94620  0.21578  -0.79
O  -0.22274  0.30856  1.84516  -0.35
S  0.55621  1.98232  1.62473  0.69
H  -0.52065  1.01735  -0.81241  0.01
H  -1.52820  -0.36836  -1.07872  0.07
H  -0.16636  -0.09741  -2.21864  0.08
H  1.37299  0.02273  -0.18882  0.09
H  0.62818  -1.64311  -0.56286  0.08

Results
Total charge ... -1
E ... -741.232451 Eh
2S+1 ... 1
HOMO level ... -2.462 eV
Maximum force ... 2.3 eV/A
E_LUMO ... 0.14162 Ha